# CH7N2O2

A cluster of 2 separate species, CH7N2O2 in total at a distorted geometry (wB97M-V/def2-TZVPD, OMol25).

Cartesian coordinates (Å):
C1 1.536 -1.268 -1.306
N1 0.289 0.811 -1.012
N2 -1.287 0.282 1.378
O1 2.465 -1.809 -2.017
O2 1.261 -0.060 -1.565
H1 1.041 -1.711 -0.443
H2 -0.036 0.654 -0.038
H3 0.634 1.747 -1.114
H4 -2.016 0.882 0.954
H5 -1.974 -0.382 1.772
H6 -1.012 0.714 2.197
H7 2.867 -1.164 -2.493

Summary:
energy	-301.9233	hartree
relative energy (zero: lowest compared OMol25 entry of this formula, charge and spin)	458.6	kJ/mol
charge	+1
LUMO energy	-4.98	eV
Kohn-Sham gap	10.2	eV
molecular weight	79.08	g mol⁻¹

# C5H12O

An isolated molecule of C5H12O at a distorted geometry (wB97M-V/def2-TZVPD, OMol25).

Cartesian coordinates (Å):
C1 2.654 -0.341 -0.227
C2 1.311 -0.480 0.162
C3 0.503 0.736 -0.213
C4 -0.887 0.763 0.128
O1 -1.585 -0.126 -0.760
C5 -2.797 -0.570 -0.014
H1 2.688 -0.081 -1.289
H2 3.343 -1.252 -0.101
H3 3.206 0.498 0.276
H4 1.094 -0.639 1.233
H5 0.896 -1.418 -0.264
H6 0.957 1.548 0.254
H7 0.514 1.054 -1.228
H8 -1.049 0.445 1.221
H9 -1.391 1.820 0.106
H10 -2.625 -1.031 1.073
H11 -3.304 -1.286 -0.625
H12 -3.526 0.360 0.270

Summary:
energy	-272.8733	hartree
relative energy (zero: lowest compared OMol25 entry of this formula, charge and spin)	197.8	kJ/mol
LUMO energy	1.13	eV
Kohn-Sham gap	11.0	eV
molecular weight	88.15	g mol⁻¹

# C3H10NO4

A cluster of 3 separate species, C3H10NO4 in total at a distorted geometry (wB97M-V/def2-TZVPD, OMol25).

Cartesian coordinates (Å):
C1 1.629 1.688 0.383
N1 2.203 0.435 -0.149
C2 1.160 -0.458 -0.625
C3 0.348 0.057 -1.830
O1 -0.864 0.355 -1.601
O2 0.950 0.164 -2.915
H1 0.713 1.458 0.920
H2 1.452 2.436 -0.379
H3 2.313 2.089 1.141
H4 2.782 0.694 -0.939
H5 0.458 -0.682 0.178
H6 1.593 -1.430 -0.890
H7 -1.902 -1.255 -0.735
H8 -2.426 -0.111 -0.032
O3 -2.522 -1.083 0.001
H9 -2.841 -0.991 1.911
H10 -2.325 -2.116 2.716
O4 -2.723 -1.250 2.844

Summary:
energy	-476.0918	hartree
relative energy (zero: lowest compared OMol25 entry of this formula, charge and spin)	115.2	kJ/mol
charge	-1
LUMO energy	3.80	eV
Kohn-Sham gap	8.1	eV
molecular weight	124.12	g mol⁻¹

# C5H13NO

The ion C5H13NO with charge +1 at a distorted geometry (wB97M-V/def2-TZVPD, OMol25).

Cartesian coordinates (Å):
C1 0.393 0.863 0.241
N1 -0.680 1.273 -0.654
C2 -1.920 0.470 -0.578
O1 -2.943 1.173 -1.314
C3 0.547 -0.738 0.339
C4 1.741 -0.981 1.225
C5 2.727 -2.049 0.666
H1 0.213 1.140 1.296
H2 1.284 1.344 -0.187
H3 -0.848 2.241 -0.368
H4 -1.696 -0.508 -1.070
H5 -2.312 0.245 0.427
H6 -2.573 2.056 -1.243
H7 -0.310 -1.162 0.834
H8 0.730 -0.905 -0.716
H9 1.361 -1.351 2.208
H10 2.430 -0.141 1.351
H11 3.674 -1.546 0.415
H12 2.498 -2.448 -0.338
H13 3.067 -2.904 1.237

Summary:
energy	-327.9021	hartree
relative energy (zero: lowest compared OMol25 entry of this formula, charge and spin)	297.3	kJ/mol
charge	+1
LUMO energy (alpha / beta)	-3.54 / -9.01	eV
Kohn-Sham gap (alpha / beta)	11.6 / 6.1	eV
⟨S²⟩	0.7547
multiplicity	2
molecular weight	103.16	g mol⁻¹

# C18H30CeNO5P2S

A structure of composition C18H30CeNO5P2S at a distorted geometry (wB97M-V/def2-TZVPD, OMol25).

Cartesian coordinates (Å):
Ce1 -0.061 -0.538 -0.316
P1 2.002 -1.655 1.162
C1 1.297 -3.231 1.200
C2 -0.093 -3.585 0.992
N1 -0.918 -2.713 0.313
C3 -2.212 -2.950 0.038
C4 -2.823 -4.104 0.524
C5 -2.031 -5.001 1.246
C6 -0.687 -4.766 1.480
C7 -2.977 -1.867 -0.760
P2 -2.059 -0.856 -1.999
H1 -0.054 -5.455 2.044
H2 -3.882 -4.262 0.309
H3 -2.495 -5.911 1.622
H4 -3.725 -2.340 -1.406
H5 -3.481 -1.178 -0.054
H6 2.189 -5.084 -0.778
H7 1.915 -3.937 1.746
H8 2.025 -3.359 -3.499
O1 2.355 -5.264 -1.724
H9 2.962 -6.031 -1.654
H10 1.249 -0.293 -1.769
O2 1.926 -2.528 -4.022
H11 1.015 -2.254 -3.827
C8 -1.766 -1.859 -3.438
H12 -2.784 -2.019 -3.787
H13 -1.150 -1.306 -4.157
H14 -1.262 -2.799 -3.182
C9 -2.937 0.669 -2.310
H15 -2.359 1.267 -3.026
H16 -3.875 0.290 -2.716
H17 -3.068 1.247 -1.384
C10 1.898 -0.843 2.770
H18 2.606 -1.462 3.340
H19 2.198 0.213 2.702
H20 0.880 -0.911 3.188
C11 3.555 -1.476 0.290
H21 3.865 -0.419 0.304
H22 4.187 -2.129 0.907
H23 3.459 -1.833 -0.748
C12 0.144 8.078 1.699
C13 0.188 6.596 1.450
C14 0.777 6.106 0.278
C15 0.836 4.741 0.025
C16 0.298 3.793 0.922
C17 -0.281 4.293 2.103
C18 -0.339 5.668 2.356
S1 0.530 2.136 0.473
O3 -0.089 1.960 -0.896
O4 1.933 1.732 0.623
O5 -0.303 1.119 1.306
H24 1.153 8.509 1.718
H25 -0.401 8.600 0.902
H26 -0.341 8.315 2.649
H27 1.194 6.827 -0.436
H28 1.309 4.413 -0.900
H29 -0.694 3.593 2.824
H30 -0.800 6.054 3.276

Summary:
energy	-2690.1990	hartree
charge	+2
LUMO energy (alpha / beta)	-7.35 / -8.64	eV
Kohn-Sham gap (alpha / beta)	6.6 / 5.3	eV
⟨S²⟩	0.7837
multiplicity	2
molecular weight	574.57	g mol⁻¹

# C3H14N2O3

A cluster of 4 separate species, C3H14N2O3 in total at a distorted geometry (wB97M-V/def2-TZVPD, OMol25).

Cartesian coordinates (Å):
H1 -0.887 -3.766 1.572
N1 -1.148 -3.005 0.943
C1 -1.113 -1.832 1.449
N2 -1.328 -0.809 0.551
C2 -1.504 0.548 1.092
C3 -1.227 1.654 0.059
H2 -0.935 -1.582 2.488
H3 -1.903 -0.945 -0.266
H4 -0.866 0.687 1.964
H5 -2.567 0.812 1.338
H6 -2.054 1.734 -0.672
H7 -0.309 1.376 -0.474
H8 -1.274 2.672 0.480
O1 0.356 -1.246 -1.974
H9 0.429 -0.727 -1.165
H10 -0.361 -1.867 -1.819
O2 2.409 1.127 -2.135
H11 2.000 0.248 -2.241
H12 3.265 0.733 -2.371
O3 3.020 1.218 0.729
H13 2.614 0.885 -0.079
H14 3.383 2.084 0.528

Summary:
energy	-457.9023	hartree
relative energy (zero: lowest compared OMol25 entry of this formula, charge and spin)	96.6	kJ/mol
LUMO energy	0.72	eV
Kohn-Sham gap	9.9	eV
molecular weight	126.16	g mol⁻¹

# CH2N2O4

An isolated molecule of CH2N2O4 at a distorted geometry (wB97M-V/def2-TZVPD, OMol25).

Cartesian coordinates (Å):
C1 0.104 0.642 0.183
N1 0.340 0.388 1.444
N2 -0.435 -0.864 -1.366
O1 0.763 1.332 -0.554
O2 -1.054 0.017 -0.256
O3 -1.124 -1.180 -2.264
O4 0.698 -1.022 -1.107
H1 1.103 0.827 2.102
H2 -0.395 -0.141 1.818

Summary:
energy	-449.4704	hartree
relative energy (zero: lowest compared OMol25 entry of this formula, charge and spin)	255.3	kJ/mol
LUMO energy (alpha / beta)	0.52 / -4.32	eV
Kohn-Sham gap (alpha / beta)	8.4 / 6.7	eV
⟨S²⟩	2.0115
multiplicity	3
molecular weight	106.04	g mol⁻¹

# C9H9NS

A cluster of 2 separate species, C9H9NS in total at a distorted geometry (wB97M-V/def2-TZVPD, OMol25).

Cartesian coordinates (Å):
C1 0.610 -2.650 -1.077
C2 -0.609 3.190 0.998
C3 -0.485 2.383 -0.141
C4 -0.358 2.509 2.151
C5 -0.116 1.084 0.150
C6 0.210 -2.279 0.028
C7 0.217 0.151 -0.834
C8 -0.583 -2.344 1.246
C9 0.653 0.018 -2.030
N1 0.957 -2.601 -2.299
S1 0.042 0.866 1.867
H1 -0.860 4.236 0.959
H2 -0.608 2.731 -1.150
H3 -0.382 2.883 3.156
H4 -1.408 -1.631 1.194
H5 -1.016 -3.342 1.357
H6 0.015 -2.119 2.130
H7 1.040 0.745 -2.720
H8 0.753 -1.042 -2.461
H9 1.927 -2.789 -2.524

Summary:
energy	-801.0787	hartree
relative energy (zero: lowest compared OMol25 entry of this formula, charge and spin)	530.4	kJ/mol
LUMO energy (alpha / beta)	-0.49 / -0.49	eV
Kohn-Sham gap (alpha / beta)	7.5 / 7.5	eV
molecular weight	163.25	g mol⁻¹

# C3H4N4

An isolated molecule of C3H4N4 at a distorted geometry (wB97M-V/def2-TZVPD, OMol25).

Cartesian coordinates (Å):
N1 2.608 -0.296 0.149
C1 1.282 -0.283 0.098
N2 0.726 0.974 0.009
C2 -0.508 1.129 -0.178
N3 -1.457 -0.007 0.354
C3 -0.733 -1.239 -0.087
N4 0.455 -1.331 -0.181
H1 2.683 0.779 0.086
H2 -0.890 2.234 -0.458
H3 -2.556 0.162 0.247
H4 -1.609 -2.122 -0.039

Summary:
energy	-335.6298	hartree
relative energy (zero: lowest compared OMol25 entry of this formula, charge and spin)	376.9	kJ/mol
LUMO energy	0.10	eV
Kohn-Sham gap	9.4	eV
molecular weight	96.09	g mol⁻¹

Q: Look up the molecular weight of the eighth one.
A: 163.25 g mol⁻¹